Record 1
C45H45F5N10ORbS3Sb2Te | ωB97M-V with the def2-TZVPD basis set

XYZ file:
```
113
Properties=species:S:1:pos:R:3:mulliken_charge:R:1
Rb -0.69218 -1.21916 -0.49846 0.5612
C 2.50776 0.07075 3.62106 -0.6897
C 1.51627 0.19212 2.65843 -0.5244
N 1.79642 0.26918 1.36486 0.8685
C 3.08293 0.21181 1.01200 0.2778
C 4.07072 0.13720 1.99460 -0.4119
N 3.79729 0.06724 3.29129 -0.7036
C 3.39409 0.22556 -0.43617 -0.2846
C 4.67212 0.51772 -0.89498 -0.0928
C 4.96934 0.46207 -2.25522 1.1519
C 3.90444 0.13321 -3.09414 -0.6795
C 2.65181 -0.13903 -2.56026 -0.3881
N 2.38894 -0.08934 -1.25536 0.1957
C 1.55742 -0.58706 -3.45384 0.5249
C 1.44327 -0.15006 -4.77311 -0.1943
N 0.51387 -0.60507 -5.60200 -0.7196
C -0.32846 -1.50974 -5.10453 -0.6328
C -0.25087 -1.92635 -3.78384 -0.1236
N 0.68602 -1.47108 -2.96094 -0.4942
C 6.33317 0.67251 -2.76236 0.9672
C 7.38107 1.11426 -1.94620 -0.4569
C 8.65695 1.23821 -2.45855 -0.4302
N 8.99367 0.96929 -3.71938 -0.6622
C 7.99490 0.57206 -4.50720 -0.3847
C 6.68828 0.41435 -4.09164 -0.6189
H 2.27166 -0.00930 4.67390 0.4880
H 0.47232 0.23864 2.94219 0.6416
H 5.12560 0.11282 1.74183 0.4176
H 5.44392 0.79185 -0.19293 -0.0148
H 4.04624 0.06140 -4.16180 0.3436
H 2.11493 0.60134 -5.17617 0.4487
H -1.08570 -1.89498 -5.77496 0.4327
H -0.94968 -2.65326 -3.37533 0.5212
H 7.21158 1.37076 -0.91007 0.2785
H 9.47016 1.57233 -1.82272 0.3812
H 8.26885 0.36330 -5.53604 0.3768
H 5.95307 0.07530 -4.80667 0.3215
S -3.98743 -3.53179 2.64366 -0.5165
Sb -2.46856 -1.69147 2.92475 0.9942
S -0.33547 -2.37801 3.27103 -0.6056
S -3.27924 0.12289 4.00284 -0.7007
C -2.74324 2.37925 -1.08534 -0.1587
N -2.60975 1.18939 -1.92385 0.3681
C -1.90013 1.55761 -3.14348 0.2649
N -2.58712 2.61974 -3.89077 0.1601
C -2.72926 3.77776 -3.00210 -0.4759
N -3.45699 3.46168 -1.77688 0.3852
C -4.78100 2.95402 -2.15401 -0.8006
N -4.69829 1.77582 -3.01554 0.1366
C -3.95981 0.72818 -2.28419 -0.8597
C -3.93577 2.12984 -4.20785 -0.7174
H -1.75132 2.74109 -0.79794 -0.7157
H -3.29313 2.11218 -0.18085 0.6250
H -1.81456 0.67712 -3.78632 0.0929
H -0.89233 1.90603 -2.89044 -0.6005
H -3.27024 4.56155 -3.54193 0.3854
H -1.73604 4.15491 -2.73876 -0.0959
H -5.32425 3.74717 -2.67853 0.3399
H -5.32725 2.68813 -1.24735 0.4335
H -3.88545 -0.16737 -2.90058 0.1444
H -4.50315 0.46319 -1.37839 0.3945
H -4.46903 2.90976 -4.76119 0.3625
H -3.84369 1.24453 -4.84170 0.3075
C -1.68163 3.52661 2.83262 -1.5713
C -1.72443 4.50440 1.68648 0.6103
C -2.85873 5.28665 1.48682 -0.8236
C -2.93304 6.19631 0.44336 -0.6834
C -1.86667 6.33370 -0.42800 -0.9854
C -0.73109 5.55783 -0.24474 -0.5340
C -0.64460 4.65012 0.80493 0.9911
Sb 1.12779 3.46254 1.22271 1.0152
C 1.97232 5.17000 2.32172 0.5934
C 1.88658 6.45197 1.78935 -0.3716
C 2.34836 7.55800 2.48841 -0.9525
C 2.91018 7.38471 3.74358 -0.6221
C 3.01147 6.10965 4.27828 -0.7980
C 2.54762 4.99342 3.58479 0.5038
C 2.68659 3.62644 4.20360 -0.9670
C 2.16560 3.81906 -0.63936 0.1157
C 1.43116 3.67549 -1.81506 0.4577
C 2.02258 3.80807 -3.06231 -0.6496
C 3.38064 4.07679 -3.14264 -1.1248
C 4.13208 4.16433 -1.98031 -0.4078
C 3.54830 4.01809 -0.72259 0.8359
C 4.42408 4.04304 0.50356 -1.6882
H -2.56949 3.60444 3.45608 0.5307
H -0.80565 3.70621 3.46447 0.0835
H -1.63446 2.49480 2.47459 0.3593
H -3.69851 5.17474 2.16281 0.4093
H -3.82706 6.79297 0.30917 0.3726
H -1.91705 7.03894 -1.24934 0.4132
H 0.09520 5.66774 -0.93761 0.4925
H 1.45633 6.59002 0.80510 0.3657
H 2.26599 8.54915 2.05846 0.4246
H 3.27216 8.23625 4.30736 0.3710
H 3.45473 5.97467 5.25917 0.3655
H 3.07009 3.69524 5.22140 0.4936
H 3.37780 3.00406 3.62939 0.1540
H 1.72802 3.10499 4.22901 0.0995
H 0.37277 3.44148 -1.75763 -0.2444
H 1.42551 3.69770 -3.96013 0.5734
H 3.85698 4.19728 -4.10835 0.3849
H 5.20185 4.33573 -2.04807 0.3832
H 5.46419 3.85597 0.23140 0.4077
H 4.11171 3.27250 1.21388 0.1088
H 4.36850 5.00694 1.01274 0.3406
F -4.56633 -4.31953 -0.42726 -0.5089
Te -3.71028 -2.66019 0.31190 1.9140
F -2.04417 -3.88829 0.59735 -0.5613
F -2.51475 -2.66354 -1.36819 -0.5787
F -5.48672 -1.86933 0.97708 -0.5988
F -4.69440 -1.83876 -1.22004 -0.5354
O -2.75862 -1.11056 0.84154 -0.8030
```

Values from the calculation:
- Kohn-Sham gap (alpha / beta): 2.47 / 4.32 eV
- E_LUMO (alpha / beta): 0.08087 / 0.08087 Eh
- Multiplicity: 2
- DFT total energy: -131463.8085 eV
- Expectation value of S²: 0.7555
- Charge: -2

---

Record 2
C45H45N9O3STa | ωB97M-V with the def2-TZVPD basis set

XYZ file:
```
104
Properties=species:S:1:pos:R:3:mulliken_charge:R:1
Ta 0.17847 0.13591 -0.50905 0.2603
C -6.98315 2.13643 -1.69640 -1.6674
C -5.64396 1.46081 -1.58308 0.3553
C -5.50710 0.07868 -1.62266 -1.2400
C -4.27343 -0.52363 -1.50579 -0.6914
C -3.06341 0.19944 -1.40634 0.2381
N -1.81441 -0.42239 -1.42860 0.8795
C -1.83686 -1.79834 -1.74803 0.1348
C -1.74968 -2.72951 -3.79941 -0.3837
C -1.81845 -4.18092 -4.16694 -0.7602
C -1.15808 -5.04288 -3.17869 0.1122
C -1.38486 -6.52350 -3.03514 -1.3276
C -0.73735 -4.26133 -1.94536 -1.8451
C -1.93192 -2.67553 -0.57023 -0.2378
N -1.60282 -2.36701 0.64536 0.5050
C -1.61952 -3.54144 1.54317 0.2815
C -0.71845 -3.06765 2.63339 -1.4668
C -0.45825 -1.77794 2.37733 -0.4333
N -1.00758 -1.29871 1.18330 -0.5880
C -3.22944 1.58240 -1.26408 0.0129
C -4.49007 2.17900 -1.34954 -0.2109
N -2.17599 2.45823 -0.87221 1.1122
C -2.12108 3.76058 -1.20933 -0.1540
C -1.39801 4.41700 -0.24185 -1.5371
C -1.04427 3.41315 0.66012 -0.5692
N -1.49181 2.22020 0.27408 -0.8288
H -7.58107 1.68304 -2.48698 0.3971
H -6.86588 3.19606 -1.91830 0.3671
H -7.54522 2.04153 -0.76501 0.3115
H -6.38614 -0.54591 -1.73108 0.4691
H -4.25073 -1.59863 -1.49771 0.4773
H -1.69519 -2.07763 -4.67350 0.7555
H -2.56202 -4.57045 -4.85691 0.5412
H -1.60754 -6.94800 -4.01274 0.4844
H -2.20366 -6.73479 -2.35586 0.1903
H -0.47656 -6.99503 -2.65450 0.3189
H 0.18080 -4.66670 -1.52300 2.2272
H -2.64521 -3.68208 1.90351 0.2912
H -0.42103 -3.65115 3.48721 0.4783
H 0.13572 -1.09623 2.96072 0.4868
H -4.56663 3.24635 -1.18480 0.6024
H -2.59847 4.13844 -2.09693 0.5932
H -1.17040 5.46663 -0.18211 0.4735
H -0.50053 3.54319 1.57868 0.9192
O -0.48260 -4.65231 -4.36134 -0.5743
S -0.26330 -2.56259 -2.58210 -0.5842
O -2.64955 -2.22627 -2.82771 -0.5457
N 0.66812 -1.92064 -1.04953 0.4074
C 1.94684 -2.38069 -0.95960 1.0921
C 2.43542 -3.51593 -1.61452 -1.1126
C 3.71193 -4.03203 -1.35943 -1.0141
C 4.56109 -3.42763 -0.47499 -1.1040
C 4.17155 -2.20715 0.10985 0.9484
C 5.05102 -1.44385 0.90113 -0.7798
C 4.66016 -0.21359 1.34813 -1.4949
C 3.37954 0.24447 1.02132 -0.2307
N 2.50723 -0.45282 0.32197 0.2217
C 2.88143 -1.67116 -0.14518 -0.8231
C -1.81512 -4.15921 -0.79678 2.0827
C -1.26568 -4.69084 0.57209 0.4663
C -1.82257 -6.00494 1.01895 -1.2343
C -2.99036 -6.45525 0.56612 -0.6048
C -3.73418 -5.71903 -0.44940 -0.7140
C -3.18507 -4.70906 -1.12390 -1.1485
H 1.83211 -4.00486 -2.36383 0.8207
H 4.02159 -4.93111 -1.87714 0.4585
H 5.53612 -3.83868 -0.24954 0.4183
H 6.03723 -1.83660 1.11660 0.4555
H 5.31843 0.41590 1.92955 0.5099
H 3.07784 1.22566 1.34095 0.6332
H -0.17651 -4.75917 0.52361 0.3536
H -1.25694 -6.55092 1.76433 0.5026
H -3.40388 -7.38877 0.92593 0.4812
H -4.73706 -6.04745 -0.69218 0.4663
H -3.72338 -4.20083 -1.91252 0.2179
O 0.28210 1.00011 2.23676 -0.1316
C 1.11851 1.98904 2.79426 -1.1521
C 1.73630 2.87846 1.73994 0.9511
C 2.50040 3.97926 2.09865 -1.2109
C 3.10143 4.72681 1.09937 -0.8204
C 2.92028 4.34320 -0.22092 -0.9104
C 2.13852 3.23188 -0.48164 0.2120
N 1.55069 2.51487 0.47458 0.8795
H -0.60890 1.35444 2.10333 0.2631
H 1.92029 1.46393 3.31877 0.4464
H 0.58924 2.58918 3.53913 0.4968
H 2.62583 4.23889 3.14261 0.5447
H 3.70542 5.58910 1.34867 0.4300
H 3.37835 4.88912 -1.03368 0.5594
H 1.96557 2.86755 -1.48364 -0.6898
C 0.28888 2.78131 -3.62764 -1.3252
C 0.88771 1.39081 -3.36293 1.3729
C 2.38278 1.37862 -3.71366 -1.5283
C 0.15817 0.38443 -4.27194 -1.4887
N 0.70330 1.01488 -1.98918 2.0619
H 0.44289 3.05115 -4.67249 0.4846
H 0.74887 3.54630 -3.00029 0.2589
H -0.78184 2.76135 -3.42218 0.3006
H 2.50990 1.51098 -4.78811 0.4503
H 2.81686 0.42158 -3.41966 0.2792
H 2.92132 2.17681 -3.19915 0.2970
H 0.15113 0.73917 -5.30321 0.6383
H -0.86965 0.26493 -3.92363 0.1258
H 0.66358 -0.58029 -4.23086 0.2989
```

Values from the calculation:
- Kohn-Sham gap: 6.67 eV
- E_LUMO: -0.09475 Eh
- DFT total energy: -79326.1965 eV
- Charge: +1